(1)
The following is a DFT calculation (ωB97M-V/def2-TZVPD) of the molecule C5H10O2.

Each line ends with the Mulliken charge.
Geometry (Å):
C -0.71 1.28 -2.39  -0.711
O 0.12 0.86 -1.33  -0.301
C -0.54 0.11 -0.33  -0.687
C 0.51 -0.23 0.77  0.483
C 0.15 -0.24 2.27  -1.421
C 1.18 -1.55 0.46  -0.112
O 1.71 -2.24 1.31  -0.496
H -1.13 0.44 -2.97  0.289
H -0.10 1.89 -3.07  0.251
H -1.55 1.90 -2.04  0.291
H -0.96 -0.80 -0.79  0.326
H -1.39 0.69 0.07  0.396
H 1.27 0.55 0.63  0.216
H 1.07 -0.45 2.82  0.380
H -0.24 0.72 2.64  0.390
H -0.54 -1.04 2.54  0.325
H 1.16 -1.89 -0.59  0.381

Its SMILES is COC[C@@H](C)C=O. The HOMO-LUMO gap is 0.39075 Ha.


(2)
The following is a DFT calculation (ωB97M-V/def2-TZVPD) of the molecule C5H10O2.

Each line ends with the Mulliken charge.
Geometry (Å):
C -1.86 -0.42 -1.46  -0.782
O -0.80 -0.58 -0.55  -0.347
C 0.01 0.55 -0.35  -0.008
C -0.23 1.37 0.93  -0.495
O 1.10 1.10 1.40  -0.445
C 1.36 0.20 0.31  0.309
C 1.52 -1.24 0.75  -1.246
H -2.61 0.30 -1.11  0.286
H -1.50 -0.09 -2.45  0.327
H -2.33 -1.40 -1.57  0.248
H 0.09 1.15 -1.26  0.367
H -1.00 0.95 1.58  0.257
H -0.40 2.45 0.81  0.260
H 2.24 0.52 -0.26  0.311
H 1.79 -1.87 -0.10  0.312
H 2.31 -1.30 1.50  0.356
H 0.59 -1.63 1.18  0.289

Its SMILES is CO[C@H]1CO[C@H]1C. The HOMO-LUMO gap is 0.39066 Ha.


(3)
The following is a DFT calculation (ωB97M-V/def2-TZVPD) of a 2-piece molecular cluster, C5H10O2 overall at a distorted geometry.

Each line ends with the Mulliken charge.
Geometry (Å):
C 1.51 -0.88 1.80  -0.988
C 1.08 -0.75 0.39  -0.229
C -0.19 -0.67 0.00  -0.298
C -0.66 -0.25 -1.32  -0.090
C -1.88 -0.56 -1.74  -0.328
O -2.29 -0.14 -2.98  -0.479
H 2.60 -0.98 1.75  0.333
H 1.38 0.04 2.36  0.250
H 1.21 -1.80 2.29  0.315
H 1.76 -0.58 -0.44  0.327
H -0.98 -0.96 0.68  0.250
H -0.06 0.37 -1.96  0.320
H -2.60 -1.09 -1.14  0.282
H -3.20 -0.44 -3.09  0.338
O 1.12 3.05 1.01  -0.650
H 0.54 3.39 1.72  0.318
H 0.66 2.26 0.69  0.328

Its SMILES is C/C=C/C=C/O.O. The HOMO-LUMO gap is 0.32626 Ha.


(4)
The following is a DFT calculation (ωB97M-V/def2-TZVPD) of the molecule C5H10O2.

Each line ends with the Mulliken charge.
Geometry (Å):
C 0.58 0.95 -1.68  -1.416
C -0.53 0.21 -0.94  0.338
O -0.35 -1.20 -1.03  -0.603
C -0.65 0.73 0.52  -0.802
C -0.51 -0.35 1.59  -0.509
C 0.80 -1.09 1.59  -0.026
O 1.78 -0.77 0.95  -0.489
H 0.39 2.03 -1.70  0.381
H 1.54 0.78 -1.17  0.337
H 0.67 0.59 -2.71  0.359
H -1.48 0.39 -1.46  0.399
H 0.60 -1.36 -0.95  0.356
H 0.10 1.50 0.70  0.319
H -1.63 1.20 0.65  0.330
H -1.31 -1.09 1.53  0.302
H -0.60 0.11 2.59  0.377
H 0.83 -1.98 2.25  0.346

Its SMILES is C[C@@H](O)CCC=O. The HOMO-LUMO gap is 0.40313 Ha.


(5)
The following is a DFT calculation (ωB97M-V/def2-TZVPD) of a 2-piece molecular cluster, C5H10O2 overall.

Each line ends with the Mulliken charge.
Geometry (Å):
C -0.05 1.31 1.31  -1.130
C -0.80 0.29 0.91  -0.147
C -1.13 0.06 -0.55  0.071
O -1.42 1.31 -1.14  -0.535
C 0.08 -0.63 -1.21  -0.466
C 0.69 -1.63 -0.26  -0.071
O 1.86 -1.73 0.00  -0.493
H 0.24 1.45 2.35  0.418
H 0.32 2.05 0.60  0.347
H -1.14 -0.46 1.62  0.383
H -2.00 -0.62 -0.63  0.302
H -1.68 1.17 -2.06  0.321
H -0.22 -1.16 -2.13  0.411
H 0.84 0.12 -1.48  0.226
H -0.05 -2.31 0.23  0.342
H 2.10 0.68 1.40  0.098
H 2.37 0.09 1.04  -0.077

Its SMILES is C=C[C@@H](O)CC=O.[H][H]. The HOMO-LUMO gap is 0.38678 Ha.


(6)
The following is a DFT calculation (ωB97M-V/def2-TZVPD) of the molecule C5H10O2.

Each line ends with the Mulliken charge.
Geometry (Å):
C 2.39 -0.97 -0.29  -1.080
C 1.09 -1.15 0.53  -0.242
O 0.23 0.01 0.32  -0.337
C -1.21 0.26 0.16  0.423
C -1.72 1.61 0.76  -1.212
C -1.22 0.31 -1.36  -0.120
O -1.24 -0.68 -2.04  -0.467
H 2.74 0.06 -0.21  0.290
H 3.20 -1.61 0.10  0.362
H 2.27 -1.22 -1.35  0.283
H 0.69 -2.16 0.31  0.261
H 1.36 -1.15 1.59  0.305
H -1.87 -0.55 0.52  0.270
H -2.82 1.60 0.91  0.356
H -1.29 1.84 1.74  0.309
H -1.54 2.48 0.11  0.326
H -1.06 1.32 -1.79  0.273

Its SMILES is CCO[C@@H](C)C=O. The HOMO-LUMO gap is 0.38315 Ha.


no.,lowest unoccupied orbital energy (eV)
1,0.85
2,1.00
3,0.73
4,0.98
5,0.71
6,1.08